{"formula": "C3H4BrN", "method": "ωB97M-V/def2-TZVPD", "e_tot_ha": -2745.338986, "total_charge": 0, "relative_energy_ev": 3.348, "max_force_ha_per_bohr": 0.0776, "spin_multiplicity": 1, "gap_ev": [8.73, 8.73], "elements": ["C", "C", "C", "N", "Br", "H", "H", "H", "H"], "xyz": [[-0.58523, -1.38940, 0.03712], [0.71099, 0.65050, -0.46356], [-0.54172, 0.00312, 0.09442], [-0.54388, -2.54927, -0.01098], [-2.11520, 1.07606, 0.05252], [1.60235, 0.11683, 0.14149], [0.60504, 1.69132, -0.15887], [0.95391, 0.64459, -1.55614], [-0.08625, -0.24375, 1.86399]], "lowdin_charge": [-0.3939, -0.1813, -0.8320, 0.1586, 0.7324, 0.1292, 0.0472, 0.0944, 0.2453]}



{"formula": "C3H4BrN", "method": "ωB97M-V/def2-TZVPD", "e_tot_ha": -2745.403900, "total_charge": 0, "relative_energy_ev": 1.581, "max_force_ha_per_bohr": 0.0539, "spin_multiplicity": 1, "gap_ev": 9.60, "smiles": "C=N/C=C/Br", "elements": ["C", "N", "C", "C", "Br", "H", "H", "H", "H"], "xyz": [[-1.15008, -0.04328, 0.01772], [-0.41601, 0.94436, -0.18019], [0.93247, 0.93887, 0.05177], [1.67963, -0.12095, -0.19693], [3.59819, -0.01341, -0.00376], [-2.19286, -0.01226, -0.00329], [-0.63846, -0.96599, 0.21807], [1.36705, 1.80671, 0.71284], [1.57859, -1.06394, -0.68207]], "lowdin_charge": [-0.0188, -0.0263, -0.3022, -0.5604, 0.6063, 0.0578, 0.0711, 0.1460, 0.0265]}



{"formula": "C3H4BrN2O3", "method": "ωB97M-V/def2-TZVPD", "e_tot_ha": -3025.426920, "total_charge": 1, "relative_energy_ev": 1.790, "max_force_ha_per_bohr": 0.1582, "spin_multiplicity": 1, "gap_ev": 7.82, "elements": ["C", "C", "C", "N", "N", "O", "O", "O", "Br", "H", "H", "H", "H"], "xyz": [[0.42236, -1.03573, 0.01355], [-0.75171, 0.83276, 1.11243], [-0.93839, 2.17038, 0.22959], [0.02873, -0.11699, 0.67875], [1.66755, -1.82727, -0.00592], [2.25588, -2.01324, -1.03378], [1.97323, -2.06231, 1.13879], [-0.76270, 2.19186, -0.93745], [-0.65360, -1.61968, -2.25281], [-0.48008, 1.25321, 2.20123], [-1.82407, 0.54616, 1.29303], [-1.33763, 3.10923, 0.62164], [0.40041, -1.42838, -3.05904]], "lowdin_charge": [-0.0258, -0.1430, -0.1782, 0.1689, -0.3582, 0.1538, 0.1907, 0.1039, 0.8040, 0.1979, 0.1734, 0.1407, -0.2283]}



{"formula": "C3H4BrNO", "method": "ωB97M-V/def2-TZVPD", "e_tot_ha": -2820.658975, "total_charge": 0, "relative_energy_ev": 1.480, "max_force_ha_per_bohr": 0.0656, "spin_multiplicity": 1, "gap_ev": 11.43, "smiles": "CO[C@@H](Br)C#N", "elements": ["C", "O", "C", "Br", "C", "N", "H", "H", "H", "H"], "xyz": [[-0.64712, 1.28040, 0.23159], [-0.80330, 0.02623, -0.49091], [0.02615, -1.03820, -0.16752], [-0.41202, -2.36350, -1.45677], [1.44773, -0.77770, -0.26192], [2.54982, -0.53064, -0.20829], [-0.79911, 2.13847, -0.43479], [0.17025, 1.34054, 0.84903], [-1.45286, 1.24146, 0.98326], [-0.07954, -1.31707, 0.95632]], "lowdin_charge": [-0.0405, -0.2532, -0.8198, 0.8206, -0.3003, 0.1845, 0.1041, 0.0521, 0.0966, 0.1557]}



{"formula": "C3H4CaLiO4", "method": "ωB97M-V/def2-TZVPD", "e_tot_ha": -1102.182055, "total_charge": 2, "relative_energy_ev": 0.000, "max_force_ha_per_bohr": 0.1455, "spin_multiplicity": 2, "gap_ev": [8.35, 9.32], "elements": ["H", "C", "C", "O", "H", "H", "O", "C", "O", "Ca", "H", "Li", "O"], "xyz": [[2.82016, 1.78569, -2.84857], [2.09094, 2.44696, -2.37783], [2.04248, 3.13261, -1.10944], [1.18550, 1.97197, -1.43864], [2.78192, 2.91503, -0.33498], [1.47411, 4.05907, -1.01414], [-0.51121, -0.80656, 0.98543], [-1.45314, -1.69621, 0.93881], [-1.43555, -2.69957, 0.22673], [0.32366, 0.30278, -0.51304], [-1.92744, -3.06189, 2.04557], [-0.92301, -0.42605, 3.06147], [-1.76461, -2.01623, 2.21257]], "lowdin_charge": [0.1361, 0.0394, -0.0251, -0.3524, 0.1339, 0.1391, -0.3611, -0.7383, 0.1169, 1.7911, 0.2422, 0.8922, -0.0140]}



{"formula": "C3H4Cl2S", "method": "ωB97M-V/def2-TZVPD", "e_tot_ha": -1435.201916, "total_charge": 0, "relative_energy_ev": 1.544, "max_force_ha_per_bohr": 0.0519, "spin_multiplicity": 1, "gap_ev": 8.59, "smiles": "C=C=S.ClCCl", "elements": ["C", "C", "S", "H", "H", "Cl", "C", "Cl", "H", "H"], "xyz": [[1.54334, -0.22230, 1.38873], [2.11272, -0.09377, 0.20327], [2.83992, 0.06147, -1.22769], [1.79997, 0.56640, 2.12211], [0.84739, -1.14708, 1.38587], [-1.81596, 1.51809, -1.79706], [-1.71808, 0.19034, -0.67203], [-2.85390, -1.11354, -1.11880], [-2.10704, 0.31973, 0.34815], [-0.64837, -0.07933, -0.63257]], "lowdin_charge": [-0.0942, -0.7644, 0.6961, 0.0760, 0.1061, 0.5283, -1.0527, 0.4783, 0.0239, 0.0026]}



{"formula": "C3H4Cl2S", "method": "ωB97M-V/def2-TZVPD", "e_tot_ha": -1435.105721, "total_charge": 0, "relative_energy_ev": 4.162, "max_force_ha_per_bohr": 0.0313, "spin_multiplicity": 1, "gap_ev": [7.87, 8.46], "elements": ["C", "C", "C", "S", "Cl", "Cl", "H", "H", "H", "H"], "xyz": [[-1.80713, -0.92654, -0.16280], [-1.40651, 0.11773, 0.45798], [1.38319, 0.14281, -0.01445], [1.92839, 1.44702, -1.07566], [1.37335, -1.39241, -0.79745], [2.11107, 0.08896, 1.57605], [-2.84688, -1.23420, -0.23500], [-1.10477, -1.59382, -0.65488], [-1.62922, 0.99870, 1.00285], [1.99851, 2.35175, -0.09664]], "lowdin_charge": [-0.1294, 0.0381, -1.5721, 0.6577, 0.5579, 0.5060, 0.0556, -0.0072, 0.0301, -0.1366]}



{"formula": "C3H4Cl2S2", "method": "ωB97M-V/def2-TZVPD", "e_tot_ha": -1833.366156, "total_charge": 0, "relative_energy_ev": 1.442, "max_force_ha_per_bohr": 0.0730, "spin_multiplicity": 1, "gap_ev": [7.41, 7.14], "elements": ["C", "C", "C", "S", "S", "Cl", "Cl", "H", "H", "H", "H"], "xyz": [[1.14066, 1.19603, -0.63370], [0.96040, -0.09721, -0.42057], [-2.50847, -1.68964, 0.57080], [-4.05844, 0.79135, 0.26969], [-2.98751, -0.34127, 1.41401], [0.92160, -1.26240, -1.58445], [-1.78936, -3.03676, 1.45289], [1.33068, 1.65380, -1.64452], [1.00964, 1.96137, 0.29268], [0.80135, -0.43324, 0.65980], [-2.19393, -1.73769, -0.53606]], "lowdin_charge": [-0.1073, -0.7936, -0.9846, 0.0603, 0.3375, 0.6588, 0.5108, 0.0674, 0.1101, 0.0846, 0.0561]}



{"formula": "C3H4Cl3NO2", "method": "ωB97M-V/def2-TZVPD", "e_tot_ha": -1702.357424, "total_charge": 0, "relative_energy_ev": 4.867, "max_force_ha_per_bohr": 0.0450, "spin_multiplicity": 1, "gap_ev": 8.53, "smiles": "O=[N+]([O-])Cl.CC=C(Cl)Cl", "elements": ["O", "N", "O", "Cl", "C", "C", "C", "Cl", "Cl", "H", "H", "H", "H"], "xyz": [[0.13343, -1.54595, -1.98142], [0.54889, -1.86054, -0.93506], [0.00546, -2.26718, 0.01520], [2.45021, -1.72679, -0.77590], [-1.36514, 0.31605, 0.83957], [0.14089, 0.50675, 0.68448], [0.66339, 1.30400, -0.23334], [2.26759, 1.97936, -0.34334], [-0.24257, 1.91278, -1.57963], [-1.83046, 1.05206, 1.50225], [-1.90462, 0.55990, -0.11432], [-1.69668, -0.61326, 1.35760], [0.82959, 0.38282, 1.56388]], "lowdin_charge": [0.0783, -0.6683, 0.0642, 0.5412, -0.1183, -0.2931, -1.1626, 0.5883, 0.6275, 0.0744, 0.0606, 0.0795, 0.1282]}



{"formula": "C3H4Cl3O2Si", "method": "ωB97M-V/def2-TZVPD", "e_tot_ha": -1937.526957, "total_charge": -1, "max_force_ha_per_bohr": 0.0706, "spin_multiplicity": 1, "gap_ev": 9.20, "elements": ["C", "C", "C", "O", "O", "Si", "Cl", "Cl", "Cl", "H", "H", "H", "H"], "xyz": [[-1.68610, -1.27010, 0.71183], [0.31295, 0.22464, 0.36770], [-0.80101, -0.59722, -0.31147], [-2.91834, -1.05654, 0.28274], [-1.44738, -1.84513, 1.73821], [-2.46144, -0.04780, -1.16530], [-1.66251, 1.10438, -2.83749], [-3.75222, -0.82677, -2.49892], [-3.45026, 1.65063, -0.43483], [-0.12694, 1.03349, 1.08788], [1.08041, -0.36000, 0.98051], [0.75777, 0.73767, -0.38448], [-0.29893, -1.29832, -1.08189]], "lowdin_charge": [-0.6660, -0.1111, -0.3292, -0.1729, 0.0641, -0.6655, 0.0410, 0.2803, 0.2156, 0.1110, 0.0940, 0.0054, 0.1331]}



{"formula": "C3H4Cl4O", "method": "ωB97M-V/def2-TZVPD", "e_tot_ha": -2032.624362, "total_charge": 0, "relative_energy_ev": 1.425, "max_force_ha_per_bohr": 0.0667, "spin_multiplicity": 1, "gap_ev": 8.66, "elements": ["C", "C", "C", "O", "Cl", "Cl", "Cl", "Cl", "H", "H", "H", "H"], "xyz": [[-1.57468, -0.39984, -0.41776], [-0.62270, 0.72484, -0.05641], [1.44118, -0.31202, 0.16809], [1.70813, -0.46729, 1.53052], [-0.21061, 1.69220, -1.34387], [-0.80925, 1.58343, 1.46282], [1.07870, -1.81032, -0.65067], [2.61013, 0.65213, -0.72370], [-2.60659, -0.05893, -0.85358], [-0.96086, -0.85319, -1.29441], [-1.80478, -1.21422, 0.28086], [1.75133, 0.46321, 1.89811]], "lowdin_charge": [-0.2394, -1.2619, -1.2045, -0.1399, 0.6591, 0.6054, 0.6691, 0.5941, 0.1128, 0.0304, 0.0739, 0.1010]}



{"formula": "C3H4ClF", "method": "ωB97M-V/def2-TZVPD", "e_tot_ha": -676.712608, "total_charge": 0, "relative_energy_ev": 0.786, "max_force_ha_per_bohr": 0.0979, "spin_multiplicity": 1, "gap_ev": 10.13, "smiles": "C/C(Cl)=C\\F", "elements": ["C", "C", "Cl", "C", "F", "H", "H", "H", "H"], "xyz": [[0.30907, -0.15269, 1.10504], [0.05840, 0.44407, -0.18122], [-0.17134, 2.14915, -0.25036], [-0.22547, -0.14047, -1.38096], [-0.41068, -1.49112, -1.37957], [1.07548, 0.34896, 1.84415], [-0.59286, -0.19986, 1.73446], [0.40375, -1.14352, 0.82838], [-0.44636, 0.18546, -2.31991]], "lowdin_charge": [-0.1246, -0.7333, 0.6602, -0.1463, -0.0134, 0.1350, 0.0934, 0.0459, 0.0830]}



{"formula": "C3H4ClF2NO4", "method": "ωB97M-V/def2-TZVPD", "e_tot_ha": -1132.197266, "total_charge": 0, "relative_energy_ev": 1.437, "max_force_ha_per_bohr": 0.0758, "spin_multiplicity": 1, "gap_ev": [9.19, 9.19], "smiles": "[O-]/[N+](O)=C(/Cl)CO.O=C(F)F", "elements": ["O", "N", "O", "C", "Cl", "C", "O", "H", "H", "H", "H", "O", "C", "F", "F"], "xyz": [[-1.20225, -0.02394, -1.72852], [-0.27274, 0.49291, -1.03061], [0.64277, 1.22772, -1.71399], [-0.30172, 0.47065, 0.32583], [0.65165, 1.60700, 1.16321], [-1.31048, -0.46440, 0.93084], [-2.21374, 0.16623, 1.76075], [0.43141, 1.07433, -2.68152], [-0.71334, -1.11622, 1.64954], [-1.72500, -0.94292, 0.09721], [-2.27515, 0.98701, 1.32051], [2.42064, -0.09387, -0.95134], [2.07648, -0.80000, -0.11532], [1.49404, -1.94188, -0.22972], [2.29744, -0.64261, 1.20312]], "lowdin_charge": [-0.0370, -0.3208, 0.0419, -0.6112, 0.8300, -0.2566, -0.0096, 0.1743, 0.1539, 0.0986, 0.0654, 0.2152, -0.6568, 0.2137, 0.0991]}



{"formula": "C3H4ClFO", "method": "ωB97M-V/def2-TZVPD", "e_tot_ha": -751.929756, "total_charge": 0, "relative_energy_ev": 1.666, "max_force_ha_per_bohr": 0.0683, "spin_multiplicity": 1, "gap_ev": 9.67, "smiles": "CO/C=C(/F)Cl", "elements": ["C", "O", "C", "C", "F", "Cl", "H", "H", "H", "H"], "xyz": [[0.95440, -1.25208, 0.60921], [0.19079, -0.12654, 0.64133], [-0.22841, 0.44988, -0.48467], [-1.16748, 1.36136, -0.52652], [-2.02372, 1.69929, -1.54150], [-1.49781, 2.44656, 0.83886], [1.48356, -1.33451, -0.39105], [0.39941, -2.17077, 0.81128], [1.72314, -1.15823, 1.45195], [0.16613, 0.08503, -1.40888]], "lowdin_charge": [-0.1156, -0.1302, -0.1965, -0.6371, -0.0166, 0.6581, 0.1066, 0.0873, 0.1157, 0.1283]}



{"formula": "C3H4ClN2O2S", "method": "ωB97M-V/def2-TZVPD", "e_tot_ha": -1234.783152, "total_charge": 1, "relative_energy_ev": 0.092, "max_force_ha_per_bohr": 0.0869, "spin_multiplicity": 1, "gap_ev": 10.14, "elements": ["C", "C", "C", "N", "N", "O", "O", "S", "Cl", "H", "H", "H", "H"], "xyz": [[-1.41737, -0.84711, 0.24340], [0.02618, -0.89228, 0.65650], [-0.26659, 0.93485, -0.48277], [-1.47081, 0.40692, -0.49715], [0.66467, 0.21977, 0.19036], [2.82600, 1.72980, 0.61764], [0.51024, -1.74209, 1.37488], [2.57307, 0.36294, 0.48130], [3.14333, -0.17195, -1.42020], [-2.05741, -1.68223, -0.23542], [-2.10348, -0.90271, 1.10614], [-0.15033, 1.87404, -0.98670], [-2.27748, 0.71006, -1.04800]], "lowdin_charge": [-0.0250, -0.4679, -0.0243, 0.1149, -0.1010, -0.4222, 0.1315, 0.7569, 0.3211, 0.1904, 0.1597, 0.1721, 0.1938]}



{"formula": "C3H4ClN3S", "method": "ωB97M-V/def2-TZVPD", "e_tot_ha": -1139.290178, "total_charge": 0, "relative_energy_ev": 2.373, "max_force_ha_per_bohr": 0.0781, "spin_multiplicity": 1, "gap_ev": 9.99, "smiles": "Nn1ncc(S)c1Cl", "elements": ["N", "N", "N", "C", "C", "S", "C", "Cl", "H", "H", "H", "H"], "xyz": [[2.77399, 0.11108, -0.02236], [1.38257, -0.36024, 0.11591], [1.22178, -1.71230, 0.12889], [-0.10269, -1.85331, -0.17427], [-0.73088, -0.64612, -0.15134], [-2.49801, -0.16122, -0.01762], [0.23160, 0.31399, -0.02804], [0.16265, 1.96206, -0.02761], [3.23084, -0.20289, 0.85925], [3.01427, -0.56054, -0.77806], [-0.43418, -2.86932, -0.14268], [-2.64438, -0.29983, 1.37763]], "lowdin_charge": [0.1028, -0.2459, 0.0711, -0.1548, -0.6239, 0.6935, -0.8108, 0.7761, 0.0969, 0.0928, 0.1036, -0.1013]}



{"formula": "C3H4ClNO2", "method": "ωB97M-V/def2-TZVPD", "e_tot_ha": -782.021371, "total_charge": 0, "relative_energy_ev": 3.637, "max_force_ha_per_bohr": 0.0748, "spin_multiplicity": 1, "gap_ev": [8.03, 8.03], "elements": ["C", "C", "C", "N", "O", "O", "Cl", "H", "H", "H", "H"], "xyz": [[-0.03739, -1.69028, -0.53699], [-0.95481, 0.84051, -0.23423], [0.15674, 0.26682, 0.44202], [-2.18547, 0.59866, -0.19515], [0.00241, -2.57774, 0.20077], [1.39739, 0.64301, 0.16470], [-0.47600, 1.68915, -1.87018], [0.13747, -1.63378, -1.66899], [0.14489, -0.34797, 1.36150], [-2.80417, 0.89054, -0.93382], [1.48259, 1.36396, -0.47137]], "lowdin_charge": [-0.0740, -0.6535, -0.2955, 0.0714, 0.0935, -0.0261, 0.5039, 0.1287, 0.1434, 0.0446, 0.0635]}



{"formula": "C3H4ClNO2S", "method": "ωB97M-V/def2-TZVPD", "e_tot_ha": -1180.145482, "total_charge": 0, "relative_energy_ev": 1.668, "max_force_ha_per_bohr": 0.1510, "spin_multiplicity": 3, "gap_ev": [8.29, 7.72], "elements": ["C", "C", "C", "N", "O", "O", "S", "Cl", "H", "H", "H", "H"], "xyz": [[-0.59008, -1.15377, -0.09236], [1.73773, -0.02109, -0.07198], [-0.15021, 1.53363, 0.15118], [0.45523, 0.17217, 0.01902], [2.61227, 0.79135, -0.17364], [-2.98076, -1.93577, -0.11251], [-2.17239, -0.78945, 0.24980], [2.08143, -1.84977, 0.18591], [-0.24970, -1.88495, -0.65639], [-0.57419, 1.52348, 1.09372], [0.70456, 2.11851, 0.15504], [-0.87388, 1.49564, -0.74779]], "lowdin_charge": [-0.2910, -0.8218, -0.0141, -0.1364, 0.0612, -0.4789, 0.8730, 0.5908, -0.0251, 0.0580, 0.0631, 0.1212]}



{"formula": "C3H4ClO3Y", "method": "ωB97M-V/def2-TZVPD", "e_tot_ha": -840.177966, "total_charge": 2, "relative_energy_ev": 0.000, "max_force_ha_per_bohr": 0.0748, "spin_multiplicity": 1, "gap_ev": 1.92, "elements": ["Y", "Cl", "C", "C", "O", "C", "O", "O", "H", "H", "H", "H"], "xyz": [[1.48529, 5.06705, 2.46286], [0.08219, 3.46926, 1.08068], [-0.51582, 0.05388, -0.20517], [0.53190, -0.90022, 0.38084], [0.27473, -2.10554, -0.32493], [-0.52069, -1.86780, -1.41765], [-0.87969, -2.65088, -2.20364], [-0.85335, -0.54576, -1.45179], [-0.07583, 1.03969, -0.37811], [-1.40494, 0.11287, 0.42518], [0.32460, -1.10742, 1.42762], [1.55160, -0.56513, 0.20411]], "lowdin_charge": [1.9402, 0.0879, -0.1525, -0.1309, 0.0619, -0.5474, 0.2266, 0.0609, 0.0688, 0.1307, 0.1288, 0.1249]}



{"formula": "C3H4ClOPS", "method": "ωB97M-V/def2-TZVPD", "e_tot_ha": -1391.612663, "total_charge": 0, "relative_energy_ev": 2.566, "max_force_ha_per_bohr": 0.0838, "spin_multiplicity": 1, "gap_ev": [6.62, 7.32], "elements": ["C", "C", "C", "O", "P", "S", "Cl", "H", "H", "H", "H"], "xyz": [[-0.24450, 0.90256, -0.15261], [0.56792, -0.28288, -0.38911], [1.47373, -0.55450, 0.76645], [0.68350, -0.85654, -1.45370], [-3.30982, 0.53988, -1.03861], [-1.60587, 1.61519, -0.89685], [-2.66776, -1.15633, -0.18963], [0.02674, 1.86070, 0.37759], [2.28195, 0.05329, 0.60358], [1.80528, -1.61189, 0.57175], [0.98885, -0.50947, 1.80112]], "lowdin_charge": [-0.4794, -0.6083, -0.0321, 0.0602, 0.1236, 0.4907, 0.1150, 0.0556, 0.0526, 0.1059, 0.1163]}



Calculated M in order - 133.98, 133.98, 195.98, 149.98, 151.08, 143.04, 143.04, 175.11, 192.43, 206.51, 197.88, 94.52, 191.52, 110.52, 167.60, 149.61, 121.52, 153.59, 212.42, 154.56 g mol⁻¹